Entry from OMol25: C4HCl4IN2O2 in the gas phase at a distorted geometry (wB97M-V/def2-TZVPD).

Geometry (Å):
O: -2.281 1.737 -0.348
N: -2.061 0.547 -0.547
O: -2.792 -0.388 -0.709
N: -0.699 0.163 -0.428
C: 0.356 1.136 -0.371
Cl: 0.250 2.781 -1.007
C: 1.290 0.650 0.460
Cl: 2.695 1.500 0.895
C: 1.038 -0.731 0.867
Cl: 0.440 -0.779 2.512
C: -0.045 -1.142 -0.228
Cl: -1.199 -2.427 0.145
I: 1.163 -1.553 -2.107
H: 1.844 -1.495 0.865

## Properties
- Charge: 0
- Energy above the lowest of the compared OMol25 structures with the same formula, charge and spin: 14.4 kcal/mol
- SMILES string: O=[N+]([O-])N1C(Cl)=C(Cl)[C@@H](Cl)[C@]1(Cl)I
- Gap between HOMO and LUMO: 8.49 eV

---

Entry from OMol25: C2H3N3O4 in the gas phase at a distorted geometry (wB97M-V/def2-TZVPD).

Geometry (Å):
H: -1.084 2.506 0.157
N: -1.576 1.639 0.057
C: -0.775 0.660 -0.140
C: 0.694 0.745 -0.084
O: 1.279 1.797 0.072
N: 1.194 -0.556 -0.316
O: 2.360 -0.840 0.427
O: 0.079 -1.432 -0.181
N: -1.126 -0.661 -0.396
O: -2.226 -1.117 0.391
H: 3.052 -0.780 -0.240
H: -2.860 -0.373 0.344

## Properties
- Charge: 0
- Energy above the lowest of the compared OMol25 structures with the same formula, charge and spin: 108.9 kcal/mol
- SMILES string: [H]/N=c1\c(=O)n(O)on1O
- Gap between HOMO and LUMO: 8.66 eV

---

Entry from OMol25: a 7-piece molecular cluster, C4H22N2O8 overall at a distorted geometry (wB97M-V/def2-TZVPD).

Geometry (Å):
N: -1.987 0.059 -2.252
C: -2.436 -0.638 -1.030
C: -2.353 0.491 0.075
C: -0.854 0.824 0.350
N: -0.147 1.593 -0.679
C: -0.894 1.795 1.552
O: -1.186 1.433 2.674
O: -0.944 3.108 1.348
H: -2.437 -0.356 -3.082
H: -2.411 0.990 -2.336
H: -3.451 -0.987 -0.965
H: -1.684 -1.343 -0.756
H: -2.901 1.412 -0.215
H: -2.868 0.025 0.946
H: -0.289 -0.048 0.736
H: -0.541 1.715 -1.582
H: 0.831 1.498 -0.577
H: -0.690 3.225 0.388
O: -0.692 -1.284 3.119
H: -0.666 -1.907 2.392
H: -1.171 -0.533 2.741
O: 2.883 -1.533 0.093
H: 3.180 -1.333 0.972
H: 2.490 -0.730 -0.248
O: 0.851 -0.228 -3.907
H: 0.253 0.110 -3.253
H: 0.383 -1.072 -3.870
O: 2.764 1.068 0.516
H: 2.540 1.034 1.513
H: 3.155 1.944 0.556
O: 1.431 -3.417 -1.092
H: 1.493 -2.989 -2.002
H: 2.078 -2.826 -0.651
O: 2.328 -0.078 2.784
H: 1.515 -0.079 3.339
H: 2.429 -0.943 2.401

## Properties
- Charge: 0
- Energy above the lowest of the compared OMol25 structures with the same formula, charge and spin: 38.5 kcal/mol
- SMILES string: NCC[C@@H](N)C(=O)O.O.O.O.O.O.O
- Gap between HOMO and LUMO: 9.91 eV

---

Entry from OMol25: C5H8O2 in the gas phase at a distorted geometry (wB97M-V/def2-TZVPD).

Geometry (Å):
C: -2.057 -0.020 -0.985
C: -0.956 -0.003 0.010
C: 0.334 -0.283 -0.221
O: 0.965 -0.299 -1.430
C: 1.287 -0.612 0.885
C: 1.750 0.733 1.323
O: 1.505 1.145 2.433
H: -1.665 -0.405 -1.915
H: -2.894 -0.663 -0.680
H: -2.514 0.953 -1.147
H: -1.293 0.283 0.990
H: 0.390 0.106 -2.092
H: 2.128 -1.210 0.533
H: 0.784 -1.117 1.717
H: 2.237 1.392 0.577

## Properties
- Charge: 0
- Energy above the lowest of the compared OMol25 structures with the same formula, charge and spin: 31.8 kcal/mol
- SMILES string: C/C=C(\O)CC=O
- Gap between HOMO and LUMO: 9.35 eV

---

Entry from OMol25: C46H37BrNO2ReS3 as an isolated structure at a distorted geometry (wB97M-V/def2-TZVPD).

Geometry (Å):
Re: 1.670 0.565 0.418
C: 0.490 5.147 -6.546
C: 0.626 4.290 -5.342
C: -0.405 4.172 -4.404
C: -0.272 3.390 -3.270
C: 0.915 2.703 -3.091
C: 1.973 2.815 -3.982
C: 1.816 3.597 -5.107
S: 1.199 1.552 -1.729
O: 0.387 1.994 -0.541
C: 0.448 0.054 -2.401
C: 1.411 -0.653 -3.140
C: 1.076 -1.803 -3.804
C: -0.240 -2.302 -3.725
C: -0.599 -3.502 -4.376
C: -1.873 -4.006 -4.268
C: -2.828 -3.335 -3.498
C: -2.513 -2.158 -2.860
C: -1.220 -1.597 -2.965
C: -0.868 -0.374 -2.310
C: -1.923 0.360 -1.577
C: -3.020 0.932 -2.290
C: -3.039 1.028 -3.699
C: -4.112 1.592 -4.350
C: -5.211 2.081 -3.635
C: -5.216 2.019 -2.263
C: -4.124 1.461 -1.560
C: -4.111 1.422 -0.154
C: -3.027 0.918 0.521
C: -1.945 0.401 -0.194
S: -0.531 -0.250 0.741
O: -0.577 -1.704 0.807
C: -0.831 0.385 2.379
C: -0.624 1.747 2.588
C: -0.808 2.269 3.851
C: -1.194 1.442 4.912
C: -1.436 2.004 6.265
C: -1.355 0.069 4.682
C: -1.170 -0.463 3.423
H: -0.548 5.267 -6.848
H: 1.073 4.757 -7.378
H: 0.882 6.145 -6.334
H: -1.328 4.707 -4.568
H: -1.076 3.320 -2.552
H: 2.901 2.298 -3.804
H: 2.629 3.674 -5.810
H: 2.412 -0.251 -3.192
H: 1.816 -2.327 -4.390
H: 0.158 -4.019 -4.946
H: -2.135 -4.927 -4.764
H: -3.819 -3.750 -3.400
H: -3.262 -1.665 -2.260
H: -2.195 0.663 -4.265
H: -4.105 1.663 -5.426
H: -6.044 2.516 -4.165
H: -6.047 2.408 -1.695
H: -4.966 1.791 0.392
H: -3.027 0.880 1.598
H: -0.360 2.387 1.756
H: -0.657 3.325 4.021
H: -1.315 3.084 6.280
H: -0.759 1.559 6.996
H: -2.444 1.759 6.601
H: -1.638 -0.573 5.503
H: -1.312 -1.514 3.224
N: 2.208 -0.910 1.542
S: 3.631 -1.314 2.405
C: 3.433 -3.104 2.473
C: 2.227 -3.644 2.911
C: 2.081 -5.018 2.928
C: 3.132 -5.837 2.541
C: 4.342 -5.286 2.147
C: 4.499 -3.909 2.100
C: 3.158 -0.975 4.122
C: 3.774 -1.723 5.116
C: 3.462 -1.462 6.441
C: 2.549 -0.467 6.755
C: 1.963 0.284 5.747
C: 2.267 0.040 4.417
H: 1.540 -1.697 1.615
H: 1.426 -3.003 3.251
H: 1.152 -5.454 3.260
H: 3.011 -6.909 2.557
H: 5.165 -5.930 1.885
H: 5.438 -3.476 1.795
H: 4.484 -2.494 4.864
H: 3.944 -2.030 7.222
H: 2.315 -0.264 7.790
H: 1.284 1.082 5.995
H: 1.825 0.622 3.619
Br: 3.919 1.441 0.425

## Properties
- Charge: +3
- Gap between HOMO and LUMO (spin up / spin down): 3.67 / 4.05 eV
- 2S+1: 2

---

Entry from OMol25: C19H16N4O2S2 in the gas phase at a distorted geometry (wB97M-V/def2-TZVPD).

Geometry (Å):
N: 1.394 -2.932 -4.039
C: 2.146 -3.358 -3.244
C: 2.831 -4.147 -2.287
C: 3.693 -5.144 -2.773
C: 4.065 -6.183 -1.864
C: 3.648 -6.102 -0.592
C: 2.849 -5.133 -0.111
C: 2.310 -4.184 -0.988
S: 1.006 -3.023 -0.361
O: -0.179 -3.040 -1.250
O: 0.577 -3.286 1.006
N: 1.672 -1.434 -0.649
C: 1.555 -0.497 0.279
C: 2.451 -0.464 1.318
C: 2.221 0.263 2.450
C: 1.245 1.279 2.399
C: 0.232 1.275 1.398
C: -0.798 2.216 1.473
N: -1.240 3.009 2.392
C: -2.334 3.713 1.961
C: -2.599 3.720 0.678
C: -3.442 4.708 -0.051
C: -4.481 4.304 -1.010
C: -4.892 4.648 0.337
N: -5.506 5.957 0.321
S: -1.653 2.474 -0.058
C: 0.463 0.414 0.363
H: 4.025 -5.342 -3.788
H: 4.713 -6.999 -2.261
H: 4.179 -6.812 0.182
H: 2.497 -5.132 0.911
H: 1.218 -1.122 -1.504
H: 3.424 -1.054 1.381
H: 3.002 0.117 3.271
H: 1.090 1.875 3.271
H: -2.780 4.387 2.710
H: -3.018 5.714 -0.412
H: -4.484 3.260 -1.248
H: -4.475 5.096 -1.847
H: -5.257 3.965 1.096
H: -6.265 6.168 1.046
H: -4.738 6.612 0.406
H: -0.368 0.215 -0.308

## Properties
- Charge: 0
- Energy above the lowest of the compared OMol25 structures with the same formula, charge and spin: 136.0 kcal/mol
- SMILES string: N#Cc1ccccc1S(=O)(=O)Nc1cccc(-c2ncc([C@H]3C[C@@H]3N)s2)c1
- Gap between HOMO and LUMO: 7.74 eV